No. 1
This record from the Open Molecules 2025 dataset describes an isolated molecule of C2H3Cl3S in a non-equilibrium geometry. The level of theory is wB97M-V/def2-TZVPD.

spin multiplicity	3
energy above the lowest of the compared OMol25 structures with the same formula, charge and spin	56.4	kcal per mole
frontier orbital gap (spin up / spin down)	0.202 / 0.269	hartree
total energy	-50519.324	eV
expectation value of S²	2.005

Cartesian coordinates (Å):
C (0.66, 0.20, 0.09)
C (-1.06, 0.11, 0.58)
S (0.88, 0.02, -1.68)
Cl (1.63, -0.91, 1.04)
Cl (-1.70, -1.02, -0.54)
Cl (-1.64, 1.77, 0.36)
H (0.83, 1.29, 0.06)
H (-1.08, -0.21, 1.67)
H (1.48, -1.24, -1.59)

No. 2
This record from the Open Molecules 2025 dataset describes an isolated molecule of C2H3Cl3Si in a non-equilibrium geometry. The level of theory is wB97M-V/def2-TZVPD.

structure (SMILES)	[SiH3]C(Cl)=C(Cl)Cl
energy above the lowest of the compared OMol25 structures with the same formula, charge and spin	171.5	kcal per mole
frontier orbital gap (spin up / spin down)	0.288 / 0.297	hartree
total energy	-47563.676	eV

Cartesian coordinates (Å):
C (0.52, 0.09, 0.50)
C (-0.94, -0.54, 1.13)
Si (0.53, 0.39, -1.39)
Cl (1.78, -0.01, 1.63)
Cl (-0.86, -1.06, 2.72)
Cl (-2.30, -0.71, 0.17)
H (-0.15, 1.73, -1.47)
H (-0.55, -0.63, -1.70)
H (1.96, 0.75, -1.60)

No. 3
This record from the Open Molecules 2025 dataset describes an isolated molecule of C2H3ClF2N2 in a non-equilibrium geometry. The level of theory is wB97M-V/def2-TZVPD.

structure (SMILES)	N/N=C/C(F)(F)Cl
energy above the lowest of the compared OMol25 structures with the same formula, charge and spin	26.7	kcal per mole
frontier orbital gap	0.394	hartree
total energy	-23059.068	eV

Cartesian coordinates (Å):
C (-0.09, -0.37, -0.22)
C (-1.54, -0.14, 0.04)
H (2.49, 1.11, 0.57)
H (2.41, -0.46, -0.02)
H (0.17, -1.28, -0.70)
N (2.02, 0.44, -0.07)
N (0.69, 0.54, 0.09)
F (-1.88, -0.63, 1.25)
F (-2.26, -0.79, -0.89)
Cl (-2.00, 1.58, -0.04)

No. 4
This record from the Open Molecules 2025 dataset describes an isolated molecule of C2H3ClF2N2O in a non-equilibrium geometry. The level of theory is wB97M-V/def2-TZVPD.

structure (SMILES)	NNC(=O)C(F)(F)Cl
energy above the lowest of the compared OMol25 structures with the same formula, charge and spin	0.0	kcal per mole
frontier orbital gap	0.409	hartree
total energy	-25107.117	eV

Cartesian coordinates (Å):
C (-0.56, -0.95, -0.11)
C (-0.15, 0.38, 0.58)
H (2.22, -1.18, -0.36)
H (1.65, -0.33, -1.75)
H (0.00, -2.39, -1.39)
N (1.67, -1.22, -1.24)
N (0.36, -1.59, -0.90)
O (-1.68, -1.32, 0.04)
F (-1.08, 0.76, 1.47)
F (0.98, 0.25, 1.29)
Cl (0.03, 1.68, -0.56)

No. 5
This record from the Open Molecules 2025 dataset describes an isolated molecule of C2H3ClF2O in a non-equilibrium geometry. The level of theory is wB97M-V/def2-TZVPD.

structure (SMILES)	FCO[C@H](F)Cl
energy above the lowest of the compared OMol25 structures with the same formula, charge and spin	37.6	kcal per mole
frontier orbital gap	0.432	hartree
total energy	-22125.724	eV

Cartesian coordinates (Å):
C (1.24, 0.33, -0.36)
C (-1.23, -0.33, 0.30)
O (-0.04, 0.70, -0.49)
F (1.51, 0.21, 0.98)
F (-1.19, -1.54, -0.26)
Cl (-2.74, 0.44, 0.04)
H (1.84, 1.07, -0.69)
H (1.41, -0.61, -0.77)
H (-0.80, -0.27, 1.25)

No. 6
This record from the Open Molecules 2025 dataset describes an isolated molecule of C2H3ClF2O in a non-equilibrium geometry. The level of theory is wB97M-V/def2-TZVPD.

structure (SMILES)	FC(F)OCCl
energy above the lowest of the compared OMol25 structures with the same formula, charge and spin	10.8	kcal per mole
frontier orbital gap	0.442	hartree
total energy	-22126.887	eV

Cartesian coordinates (Å):
C (-0.95, -0.72, -0.25)
C (1.00, 0.59, 0.39)
O (0.10, -0.43, 0.66)
F (0.45, 1.76, 0.03)
F (1.82, 0.18, -0.65)
Cl (-2.44, 0.26, -0.18)
H (-0.50, -0.47, -1.31)
H (-1.05, -1.79, 0.10)
H (1.58, 0.62, 1.21)

No. 7
This record from the Open Molecules 2025 dataset describes an isolated molecule of C2H3ClF2S in a non-equilibrium geometry. The level of theory is wB97M-V/def2-TZVPD.

structure (SMILES)	FC(F)(Cl)CS
energy above the lowest of the compared OMol25 structures with the same formula, charge and spin	12.2	kcal per mole
frontier orbital gap	0.375	hartree
total energy	-30914.705	eV

Cartesian coordinates (Å):
C (0.61, -0.15, 0.36)
C (-0.99, 0.59, -0.08)
F (-0.78, 1.74, -0.72)
F (-1.61, -0.24, -0.93)
S (1.62, -0.54, -1.07)
Cl (-1.96, 0.83, 1.36)
H (1.05, 0.64, 0.95)
H (0.35, -1.02, 0.95)
H (1.72, -1.84, -0.81)

No. 8
This record from the Open Molecules 2025 dataset describes a cluster of 2 separate species, C2H3ClFN in total in a non-equilibrium geometry. The level of theory is wB97M-V/def2-TZVPD.

energy above the lowest of the compared OMol25 structures with the same formula, charge and spin	52.1	kcal per mole
frontier orbital gap (spin up / spin down)	0.322 / 0.322	hartree
total energy	-18849.455	eV

Cartesian coordinates (Å):
C (-1.73, -0.40, 1.76)
C (0.09, 0.18, 0.21)
N (-0.83, -0.26, 0.87)
F (0.25, -0.18, -1.07)
Cl (3.29, 0.23, -3.24)
H (-1.94, -1.29, 2.43)
H (-2.50, 0.34, 1.72)
H (3.36, 1.39, -2.69)

No. 9
This record from the Open Molecules 2025 dataset describes an isolated molecule of C2H3ClFNO in a non-equilibrium geometry. The level of theory is wB97M-V/def2-TZVPD.

spin multiplicity	3
energy above the lowest of the compared OMol25 structures with the same formula, charge and spin	0.0	kcal per mole
frontier orbital gap (spin up / spin down)	0.280 / 0.297	hartree
total energy	-20896.001	eV
expectation value of S²	2.010

Cartesian coordinates (Å):
C (1.24, -0.28, 0.61)
C (-0.95, 0.60, -0.19)
N (0.12, -0.40, -0.28)
O (1.35, 0.50, 1.51)
F (2.09, -1.25, 0.31)
Cl (-0.15, -1.84, -1.31)
H (-0.54, 1.59, -0.54)
H (-1.76, 0.38, -0.85)
H (-1.41, 0.69, 0.74)

No. 10
This record from the Open Molecules 2025 dataset describes an isolated molecule of C2H3ClFNS in a non-equilibrium geometry. The level of theory is wB97M-V/def2-TZVPD.

structure (SMILES)	NC(=S)[C@H](F)Cl
energy above the lowest of the compared OMol25 structures with the same formula, charge and spin	3.3	kcal per mole
frontier orbital gap	0.328	hartree
total energy	-29687.658	eV

Cartesian coordinates (Å):
C (-0.57, 0.60, 0.04)
C (0.59, -0.03, -0.64)
H (-2.09, -0.41, -1.06)
H (-2.53, 0.58, 0.45)
H (1.49, 0.53, -0.46)
N (-1.83, 0.21, -0.27)
F (0.38, -0.29, -1.97)
S (-0.29, 1.51, 1.34)
Cl (1.01, -1.60, 0.17)

No. 11
This record from the Open Molecules 2025 dataset describes the ion C2H3ClFO2S with charge -1 in a non-equilibrium geometry. The level of theory is wB97M-V/def2-TZVPD.

total charge	-1
energy above the lowest of the compared OMol25 structures with the same formula, charge and spin	5.1	kcal per mole
frontier orbital gap	0.267	hartree
total energy	-32293.103	eV

Cartesian coordinates (Å):
C (0.54, 0.04, 0.02)
C (-0.78, 0.93, 0.37)
O (-2.98, -0.75, 1.25)
O (-2.09, -1.34, -1.05)
F (1.57, 0.30, 0.92)
S (-2.57, -0.24, -0.14)
Cl (-0.84, 2.41, -0.53)
H (0.98, 0.19, -1.02)
H (0.14, -0.94, 0.14)
H (-0.84, 1.21, 1.34)

No. 12
This record from the Open Molecules 2025 dataset describes a cluster of 2 separate species, C2H3ClN2 in total in a non-equilibrium geometry. The level of theory is wB97M-V/def2-TZVPD.

total charge	+2
energy above the lowest of the compared OMol25 structures with the same formula, charge and spin	22.1	kcal per mole
frontier orbital gap	0.459	hartree
total energy	-17601.432	eV

Cartesian coordinates (Å):
C (1.34, 1.48, 0.35)
C (-1.13, -0.98, -0.06)
N (0.64, 1.08, -0.42)
N (-0.34, -1.85, 0.12)
Cl (-2.10, 0.19, -0.21)
H (2.02, 2.13, 0.98)
H (-0.20, 0.82, -1.15)
H (-0.23, -2.87, 0.39)

No. 13
This record from the Open Molecules 2025 dataset describes an isolated molecule of C2H3ClN2O in a non-equilibrium geometry. The level of theory is wB97M-V/def2-TZVPD.

structure (SMILES)	COC1=NN1Cl
energy above the lowest of the compared OMol25 structures with the same formula, charge and spin	112.1	kcal per mole
frontier orbital gap (spin up / spin down)	0.318 / 0.318	hartree
total energy	-19667.711	eV

Cartesian coordinates (Å):
C (-0.33, 1.03, 0.47)
C (0.20, -0.38, -1.27)
N (-0.57, 1.53, 1.60)
N (0.29, 0.38, 1.59)
O (-0.41, 0.83, -0.78)
Cl (-0.21, -1.38, 2.58)
H (0.65, -0.15, -2.24)
H (-0.58, -1.13, -1.38)
H (0.96, -0.74, -0.58)

No. 14
This record from the Open Molecules 2025 dataset describes an isolated molecule of C2H3ClN2O in a non-equilibrium geometry. The level of theory is wB97M-V/def2-TZVPD.

structure (SMILES)	[H]/N=C(\Cl)CN=O
energy above the lowest of the compared OMol25 structures with the same formula, charge and spin	79.1	kcal per mole
frontier orbital gap	0.342	hartree
total energy	-19669.138	eV

Cartesian coordinates (Å):
C (-0.84, 0.21, -0.13)
C (0.55, -0.32, 0.61)
N (-0.79, 1.27, -0.76)
N (1.57, -0.03, -0.40)
O (2.32, -0.96, -0.46)
Cl (-2.21, -0.82, -0.15)
H (0.37, -1.39, 1.06)
H (0.61, 0.44, 1.54)
H (-1.57, 1.59, -1.31)

No. 15
This record from the Open Molecules 2025 dataset describes a cluster of 2 separate species, C2H3ClN3S in total in a non-equilibrium geometry. The level of theory is wB97M-V/def2-TZVPD.

total charge	+1
energy above the lowest of the compared OMol25 structures with the same formula, charge and spin	14.1	kcal per mole
frontier orbital gap	0.333	hartree
total energy	-29940.505	eV

Cartesian coordinates (Å):
C (1.14, -0.18, 0.82)
C (-0.07, 1.77, -0.20)
N (-1.09, -2.56, -1.69)
N (-1.05, -2.39, -0.58)
N (0.61, 0.77, 0.43)
S (-1.00, -2.14, 0.93)
Cl (2.30, -1.18, 1.27)
H (-0.37, 1.37, -1.23)
H (-0.96, 1.82, 0.45)
H (0.48, 2.72, -0.20)

No. 16
This record from the Open Molecules 2025 dataset describes an isolated molecule of C2H3ClN4O2 in a non-equilibrium geometry. The level of theory is wB97M-V/def2-TZVPD.

energy above the lowest of the compared OMol25 structures with the same formula, charge and spin	71.7	kcal per mole
frontier orbital gap	0.299	hartree
total energy	-24693.585	eV

Cartesian coordinates (Å):
C (-1.40, 0.46, -0.02)
C (0.88, -0.91, -0.41)
N (-0.38, 0.65, 0.81)
N (0.62, -0.07, 0.57)
N (-1.35, -0.57, -0.77)
N (2.27, -1.27, -0.26)
O (2.64, -2.13, -1.03)
O (2.88, -0.78, 0.67)
Cl (-2.61, -0.89, -1.81)
H (-2.16, 1.12, 0.01)
H (0.41, -1.65, -0.94)
H (1.36, 0.19, 1.21)

No. 17
This record from the Open Molecules 2025 dataset describes a cluster of 2 separate species, C2H3ClO in total in a non-equilibrium geometry. The level of theory is wB97M-V/def2-TZVPD.

structure (SMILES)	C=C=O.Cl
energy above the lowest of the compared OMol25 structures with the same formula, charge and spin	37.6	kcal per mole
frontier orbital gap	0.362	hartree
total energy	-16690.848	eV

Cartesian coordinates (Å):
C (-1.10, 0.60, 1.02)
C (-0.13, 0.01, 0.50)
O (-2.15, 0.72, 1.52)
Cl (-2.27, 0.88, -1.77)
H (-0.32, -1.03, 0.30)
H (-1.50, 1.30, -0.88)
H (0.83, 0.32, 0.16)

No. 18
This record from the Open Molecules 2025 dataset describes a cluster of 2 separate species, C2H3ClO2S in total in a non-equilibrium geometry. The level of theory is wB97M-V/def2-TZVPD.

energy above the lowest of the compared OMol25 structures with the same formula, charge and spin	29.9	kcal per mole
frontier orbital gap	0.360	hartree
total energy	-29573.417	eV

Cartesian coordinates (Å):
C (-0.86, 0.23, -0.90)
C (-0.36, 1.01, 0.05)
O (0.13, -1.91, 1.73)
O (1.73, -1.45, -0.08)
S (0.96, -0.96, 1.03)
Cl (1.28, 1.73, -0.17)
H (-1.79, -0.11, -0.77)
H (-0.25, -0.16, -1.68)
H (-0.84, 1.63, 0.80)

No. 19
This record from the Open Molecules 2025 dataset describes a cluster of 2 separate species, C2H3ClO2S in total in a non-equilibrium geometry. The level of theory is wB97M-V/def2-TZVPD.

energy above the lowest of the compared OMol25 structures with the same formula, charge and spin	134.2	kcal per mole
frontier orbital gap (spin up / spin down)	0.236 / 0.193	hartree
total energy	-29568.893	eV

Cartesian coordinates (Å):
C (1.26, 1.68, -1.14)
C (-0.04, -0.38, -0.95)
O (0.94, 0.72, -0.44)
O (0.77, 0.90, -3.90)
S (0.94, 2.81, -2.17)
Cl (0.02, -0.51, -4.27)
H (-1.09, 0.06, -0.78)
H (0.25, -1.05, -0.18)
H (0.12, -0.50, -2.03)

No. 20
This record from the Open Molecules 2025 dataset describes a cluster of 2 separate species, C2H3ClO2S in total in a non-equilibrium geometry. The level of theory is wB97M-V/def2-TZVPD.

energy above the lowest of the compared OMol25 structures with the same formula, charge and spin	51.2	kcal per mole
frontier orbital gap	0.330	hartree
total energy	-29572.496	eV

Cartesian coordinates (Å):
C (-1.04, -0.23, 0.25)
C (-0.24, -0.72, -0.85)
O (0.69, 1.88, -0.35)
O (0.23, -1.62, -1.47)
S (-0.57, 1.22, -0.85)
Cl (2.14, -0.12, 1.58)
H (-2.03, -0.51, -0.22)
H (-0.82, -0.62, 1.22)
H (1.65, 0.72, 0.69)